1.
Density functional theory data (ωB97M-V/def2-TZVPD) for an isolated molecule of C4H10N4O.

Bonds (Å) are listed after each position.
Geometry (Å):
1 H 0.74789 3.05702 1.34110  N2 1.009
2 N 1.10199 2.11291 1.32244  H1 1.009, C3 1.284
3 C 0.35382 1.50504 0.47433  N2 1.284, N4 1.374, H11 1.112
4 N 0.51203 0.15610 0.26965  C3 1.374, C5 1.518, C6 1.407
5 C 1.79041 -0.54300 0.69689  N4 1.518, H12 1.147, H13 1.197, H14 1.213
6 C -0.56348 -0.58438 -0.25567  N4 1.407, N7 1.253, N9 1.417
7 N -1.79553 -0.53160 -0.03250  C6 1.253, C8 1.431
8 C -2.43673 0.27703 0.95905  N7 1.431, H15 1.138, H16 1.177, H17 1.076
9 N -0.00933 -1.47050 -1.21250  C6 1.417, O10 1.383, H18 0.981
10 O 0.84102 -0.88874 -2.13442  N9 1.383, H19 0.994
11 H -0.53186 1.94923 -0.03105  C3 1.112
12 H 1.71313 -0.55815 1.84083  C5 1.147
13 H 1.80794 -1.61843 0.17093  C5 1.197
14 H 2.63477 0.24352 0.32178  C5 1.213
15 H -2.65953 1.27398 0.45770  C8 1.138
16 H -1.66761 0.52301 1.81484  C8 1.177
17 H -3.30652 -0.20862 1.36516  C8 1.076
18 H -0.68407 -1.94149 -1.74706  N9 0.981
19 H 1.68950 -1.40657 -2.13607  O10 0.994

Computed properties:
E_LUMO (eV): 0.73
Net charge: 0
SMILES: [H]/N=C/N(C)/C(=N\C)NO
Orbital gap (Eh): 0.351

=====

2.
Density functional theory data (ωB97M-V/def2-TZVPD) for an isolated molecule of C4H10N4O.

Bonds (Å) are listed after each position.
Geometry (Å):
1 H 3.55610 0.93304 -0.62402  N2 1.099
2 N 2.67776 0.28306 -0.74356  H1 1.099, C3 1.267
3 C 2.05530 0.35389 0.35783  N2 1.267, N4 1.361, H11 1.055
4 N 0.89427 -0.34597 0.47367  C3 1.361, O5 1.383, C6 1.391
5 O 0.48018 -0.69584 1.74628  N4 1.383, H12 0.950
6 C 0.50364 -1.30461 -0.45516  N4 1.391, C7 1.484, H13 1.111, H14 1.121
7 C -0.95584 -1.55442 -0.55676  C6 1.484, N8 1.312, H15 1.090
8 N -1.98064 -0.85386 -0.13284  C7 1.312, N9 1.330
9 N -1.83605 0.31167 0.49193  N8 1.330, C10 1.536, H16 1.027
10 C -1.45745 1.54805 -0.33778  N9 1.536, H17 1.111, H18 1.203, H19 1.118
11 H 2.34834 0.77277 1.28039  C3 1.055
12 H -0.32261 -0.20165 1.86350  O5 0.950
13 H 0.89862 -0.97289 -1.43925  C6 1.111
14 H 0.98523 -2.27077 -0.15317  C6 1.121
15 H -1.12831 -2.46827 -1.12461  C7 1.090
16 H -2.78021 0.50052 0.84870  N9 1.027
17 H -2.16189 1.90140 -1.12097  C10 1.111
18 H -1.32069 2.44344 0.45394  C10 1.203
19 H -0.45574 1.62043 -0.82812  C10 1.118

Computed properties:
E_LUMO (eV): 0.88
Net charge: 0
SMILES: [H]/N=C/N(O)C/C=N\NC
Orbital gap (Eh): 0.350

=====

3.
Density functional theory data (ωB97M-V/def2-TZVPD) for an isolated molecule of C4H10N4O.

Bonds (Å) are listed after each position.
Geometry (Å):
1 H 1.58936 -0.17389 2.00680  N2 1.021
2 N 1.41754 -1.03395 1.48472  H1 1.021, C3 1.276
3 C 1.32445 -0.87241 0.22289  N2 1.276, C4 1.497, H11 1.088
4 C 0.79487 0.33820 -0.48075  C3 1.497, C5 1.519, O6 1.381, N7 1.608
5 C 1.25159 1.67536 0.07574  C4 1.519, H12 1.091, H13 1.090, H14 1.091
6 O 0.98517 0.31030 -1.84859  C4 1.381, H15 0.975
7 N -0.78316 0.17266 -0.21959  C4 1.608, N8 1.382, N9 1.347
8 N -1.23260 0.18403 1.08750  N7 1.382, H16 1.086, H17 1.018
9 N -1.25648 -0.78228 -1.04278  N7 1.347, C10 1.266
10 C -2.36388 -1.36285 -0.84337  N9 1.266, H18 1.077, H19 1.085
11 H 1.29499 -1.77924 -0.37703  C3 1.088
12 H 2.30883 1.80174 -0.16313  C5 1.091
13 H 0.68749 2.47343 -0.40734  C5 1.090
14 H 1.11894 1.74267 1.15638  C5 1.091
15 H 0.33356 -0.31954 -2.20690  O6 0.975
16 H -0.49522 -0.28074 1.73461  N8 1.086
17 H -1.29481 1.15287 1.39506  N8 1.018
18 H -2.69900 -2.04320 -1.60838  C10 1.077
19 H -2.98164 -1.20316 0.03413  C10 1.085

Computed properties:
E_LUMO (eV): 0.83
Net charge: 0
SMILES: [H]/N=C\[C@@](C)(O)N(N)N=C
Orbital gap (Eh): 0.358

=====

Quick ranking, most stable first: 3, 1, 2.